Entry 1:
The following is a DFT calculation (ωB97M-V/def2-TZVPD) of a molecular structure, C64H61CsN4OP2S5 at a distorted geometry.

The calculation puts the HOMO-LUMO gap at 6.090 eV. The lowest unoccupied orbital energy comes out at -0.23 eV. Its spin multiplicity is 1. Its total energy is -5463.4360 a.u. The value obtained for the energy relative to the best compared isomer or geometry (same formula, charge and spin) is 1.470 eV.

Each line ends with the Mulliken charge.
Geometry (Å):
Cs1 -0.86468 -0.79309 -0.35639  2.166
C1 3.73509 -6.43719 -0.63363  -1.023
C2 4.05182 -5.56612 0.58688  -0.517
N1 3.56963 -4.21258 0.46609  -0.099
C3 2.22994 -3.93080 0.41595  -0.389
S1 1.86654 -2.31323 -0.02621  -0.244
N2 1.42358 -4.82830 0.87934  -0.780
N3 0.11894 -4.79540 0.93722  -0.347
C4 -0.64611 -4.58898 -0.08301  0.656
C5 -0.17312 -4.39816 -1.49309  -0.248
C6 -2.06465 -4.51783 0.22299  0.237
C7 -2.58586 -5.14439 1.36578  -0.904
C8 -3.90755 -4.95216 1.69489  -0.420
C9 -4.69107 -4.13648 0.88541  -0.940
C10 -4.10189 -3.59113 -0.24328  0.075
N4 -2.83660 -3.77467 -0.57998  0.057
H1 4.23250 -7.40152 -0.56168  0.404
H2 2.66240 -6.60079 -0.68927  0.222
H3 4.05793 -5.94221 -1.54748  0.252
H4 3.57175 -5.99564 1.47142  0.179
H5 5.13249 -5.51760 0.75741  0.470
H6 4.14202 -3.54458 -0.02826  0.251
H7 0.00324 -3.34806 -1.72071  -0.222
H8 0.78203 -4.90714 -1.62724  0.495
H9 -0.90693 -4.78286 -2.19676  0.169
H10 -1.93855 -5.76618 1.96180  0.428
H11 -4.32899 -5.41498 2.57396  0.443
H12 -5.71953 -3.92872 1.13314  0.442
H13 -4.68069 -2.96958 -0.92155  0.351
O1 -1.60295 1.28358 0.89559  -0.646
S2 -0.44271 2.18870 0.72938  0.896
C11 0.01638 2.88903 2.35073  0.235
C12 0.65324 4.10627 2.25437  -0.196
C13 0.96749 4.89876 3.36917  -1.168
C14 0.58413 4.45165 4.60319  0.173
C15 0.66816 5.06974 5.96954  -0.890
C16 0.16606 3.97339 6.93699  -0.751
C17 -0.23579 2.83071 6.05174  0.406
C18 -0.73312 1.59029 6.33941  -1.271
C19 -0.89848 0.68506 5.28121  0.290
C20 -0.64011 0.99043 3.95701  -0.174
P1 -0.60380 -0.40290 2.75017  1.068
C21 -2.18235 -1.19356 3.24605  0.845
C22 -2.28979 -2.22454 4.17570  0.189
C23 -3.52509 -2.77610 4.46450  -1.071
C24 -4.66588 -2.30219 3.84228  -0.645
C25 -4.57149 -1.26783 2.92570  -0.729
C26 -3.33804 -0.72304 2.62779  -0.645
C27 0.65859 -1.44089 3.55441  1.007
C28 0.62802 -2.81430 3.32287  -1.513
C29 1.64145 -3.62523 3.79682  -0.809
C30 2.71666 -3.06641 4.46907  -0.905
C31 2.78469 -1.69411 4.64779  -0.685
C32 1.76484 -0.88122 4.18657  -0.687
C33 -0.23119 2.30844 3.61994  -2.101
C34 0.01210 3.17089 4.71065  1.665
C35 -1.21997 3.70731 0.15338  0.394
C36 -2.23945 4.24300 0.90932  -0.160
C37 -2.85953 5.45419 0.58051  -1.388
C38 -2.39612 6.14473 -0.50876  0.588
C39 -2.76953 7.48171 -1.08328  -0.866
C40 -1.85107 7.66313 -2.31776  -0.849
C41 -0.99193 6.42940 -2.34555  -0.239
C42 0.02377 6.02331 -3.17085  -1.313
C43 0.59412 4.75740 -2.96599  -0.024
C44 0.21282 3.89459 -1.94960  -0.086
P2 0.82074 2.16229 -1.85944  0.382
C45 2.31121 2.41751 -0.81915  1.069
C46 2.65627 1.46075 0.13016  -0.560
C47 3.79201 1.62515 0.90406  -0.575
C48 4.59811 2.73851 0.72956  -0.799
C49 4.25671 3.69652 -0.21278  -0.778
C50 3.11450 3.54477 -0.97671  -0.558
C51 1.58111 1.99576 -3.52071  1.166
C52 2.88304 1.55145 -3.72524  -0.829
C53 3.36316 1.36651 -5.01228  -0.645
C54 2.54292 1.59732 -6.10533  -0.703
C55 1.23317 2.01178 -5.90798  -0.789
C56 0.75652 2.20190 -4.62783  -0.631
C57 -0.76887 4.34066 -1.02215  -2.268
C58 -1.36464 5.58852 -1.28387  1.286
H14 0.89218 4.48561 1.26953  0.405
H15 1.46474 5.84612 3.22831  0.538
H16 0.03995 5.96135 6.02166  0.260
H17 1.68592 5.37862 6.20533  0.312
H18 -0.67836 4.32268 7.53147  0.287
H19 0.94707 3.65937 7.63189  0.271
H20 -0.94802 1.28220 7.35277  0.468
H21 -1.21310 -0.32074 5.52146  0.457
H22 -1.40814 -2.60193 4.67403  0.489
H23 -3.59602 -3.57765 5.18774  0.448
H24 -5.62744 -2.73662 4.07389  0.429
H25 -5.46016 -0.88674 2.44199  0.469
H26 -3.26220 0.08307 1.91219  0.376
H27 -0.18112 -3.25093 2.75095  0.925
H28 1.59848 -4.68920 3.61470  0.428
H29 3.51434 -3.69644 4.83688  0.375
H30 3.63921 -1.25001 5.14128  0.445
H31 1.83227 0.19402 4.30691  0.398
H32 -2.55039 3.70830 1.79441  0.572
H33 -3.66196 5.83509 1.19406  0.457
H34 -2.60828 8.27294 -0.34828  0.298
H35 -3.82491 7.50258 -1.36092  0.319
H36 -1.24429 8.56727 -2.23622  0.296
H37 -2.43932 7.74881 -3.23381  0.272
H38 0.38373 6.63601 -3.98476  0.462
H39 1.36108 4.43913 -3.65796  0.724
H40 2.05454 0.56996 0.25780  0.620
H41 4.04874 0.87605 1.64014  0.604
H42 5.49438 2.86048 1.32136  0.373
H43 4.88598 4.56456 -0.35344  0.429
H44 2.85042 4.30209 -1.70233  0.376
H45 3.52492 1.34947 -2.87880  0.493
H46 4.38684 1.05214 -5.16774  0.402
H47 2.91372 1.44084 -7.10785  0.392
H48 0.58948 2.19402 -6.75689  0.428
H49 -0.26281 2.53263 -4.46788  0.666
C59 -0.22187 -4.43716 -6.48836  -0.711
C60 0.97208 -3.56788 -6.12735  -0.774
S3 1.08363 -3.21459 -4.33100  0.116
C61 0.78763 -1.42727 -4.25841  0.071
C62 -0.64688 -1.01889 -4.52129  -0.514
S4 -1.83033 -1.73138 -3.32717  0.091
C63 -3.06444 -2.50060 -4.42434  -0.993
C64 -2.63776 -3.79993 -5.08843  -0.084
S5 -1.79438 -3.53433 -6.69972  -0.179
H50 -0.38760 -5.19464 -5.72426  0.342
H51 -0.04183 -4.92936 -7.44545  0.450
H52 0.96261 -2.62158 -6.66604  0.288
H53 1.88470 -4.11249 -6.37427  0.511
H54 1.45135 -0.93950 -4.97748  0.425
H55 1.09833 -1.14458 -3.25054  -0.348
H56 -0.96567 -1.33694 -5.51140  0.278
H57 -0.71804 0.06739 -4.44237  0.152
H58 -3.36609 -1.76968 -5.17713  0.463
H59 -3.90708 -2.69612 -3.75926  0.332
H60 -3.52965 -4.38085 -5.32864  0.485
H61 -1.98396 -4.38717 -4.44513  -0.238


Entry 2:
The following is a DFT calculation (ωB97M-V/def2-TZVPD) of a molecular structure, C64H64AsCsN2O6S at a distorted geometry.

The calculation puts the HOMO-LUMO gap at 5.835 eV. Its net charge is -2. The lowest unoccupied orbital energy comes out at 3.60 eV. Its spin multiplicity is 1. Its total energy is -5692.3212 a.u. The value obtained for the energy relative to the best compared isomer or geometry (same formula, charge and spin) is 1.447 eV.

Each line ends with the Mulliken charge.
Geometry (Å):
Cs1 0.91667 -0.36623 -0.18905  2.951
C1 1.71669 -5.70836 0.86511  -1.590
C2 1.62849 -4.92396 -0.41993  1.481
C3 2.70154 -4.15412 -0.84689  -0.327
C4 2.60268 -3.33718 -1.96735  0.598
C5 3.73982 -2.43844 -2.37151  -1.355
C6 1.40679 -3.31806 -2.68049  -0.130
C7 0.31955 -4.08812 -2.27713  0.708
C8 -0.97874 -3.99648 -3.03396  -1.455
C9 0.44527 -4.89136 -1.14748  -0.761
H1 2.73325 -6.05568 1.05391  0.416
H2 1.05400 -6.57551 0.84332  0.456
H3 1.41685 -5.07518 1.71101  0.004
H4 3.61285 -4.13103 -0.25464  0.161
H5 3.47704 -1.39564 -2.16522  0.085
H6 3.94734 -2.51717 -3.44134  0.427
H7 4.64619 -2.67389 -1.81248  0.358
H8 1.30214 -2.66807 -3.54566  0.156
H9 -1.36569 -2.97648 -2.98345  0.142
H10 -1.72978 -4.67502 -2.62455  0.344
H11 -0.83529 -4.23543 -4.09079  0.442
H12 -0.40705 -5.47080 -0.80352  0.169
O1 1.46434 -2.27263 1.46155  -0.460
S1 2.60323 -1.75204 2.19863  0.882
O2 3.88811 -1.91673 1.53790  -0.917
N1 2.24819 -0.30147 2.65689  0.312
C10 3.11875 0.51643 3.32543  0.346
C11 4.33982 0.15025 3.91348  -0.979
C12 5.14744 1.08520 4.56876  -0.989
C13 4.80830 2.41148 4.63450  -0.946
C14 3.61441 2.84855 4.02540  1.394
C15 3.23744 4.21081 3.97645  -0.833
C16 2.09247 4.57653 3.32406  -1.201
C17 1.30130 3.56925 2.73714  0.025
N2 1.60487 2.29714 2.78405  0.101
C18 2.74324 1.91042 3.39783  -0.115
C19 2.70531 -2.80330 3.66867  -0.386
C20 1.96288 -2.47838 4.79588  -0.021
C21 1.99563 -3.31079 5.90384  -0.703
C22 2.76914 -4.46521 5.88789  -0.496
C23 3.50926 -4.78545 4.75558  -0.666
C24 3.47886 -3.95342 3.64654  -0.187
H13 4.67548 -0.87095 3.84400  0.450
H14 6.07640 0.74122 5.01358  0.360
H15 5.45137 3.13794 5.12091  0.341
H16 3.88502 4.95042 4.43471  0.360
H17 1.78971 5.61213 3.23238  0.460
H18 0.38871 3.83482 2.20485  0.553
H19 1.36512 -1.57066 4.78807  0.187
H20 1.41231 -3.05754 6.78253  0.414
H21 2.79651 -5.11293 6.75633  0.360
H22 4.11344 -5.68699 4.73901  0.420
H23 4.05423 -4.17407 2.75208  0.484
C25 -1.21360 5.58253 -3.67259  -1.703
C26 -1.95220 4.24145 -3.67431  1.031
C27 -3.19743 4.29097 -4.56077  -1.973
O3 -2.31520 3.91550 -2.35877  -0.207
C28 -1.69815 2.67336 -1.95225  -0.043
C29 -0.61606 2.45164 -3.02850  -1.176
O4 -1.12259 3.22037 -4.13742  -0.056
C30 -0.29861 0.96974 -3.49951  1.516
O5 0.24529 0.25945 -2.49920  -1.018
C31 -1.64415 0.33637 -3.95973  0.178
C32 -2.21671 0.46651 -5.22396  0.136
C33 -3.42804 -0.14953 -5.52711  -0.955
C34 -4.09673 -0.89501 -4.56971  -0.777
C35 -3.54335 -1.01863 -3.30137  -0.469
C36 -2.33047 -0.41550 -3.00600  -1.798
C37 0.70763 1.02493 -4.71315  0.163
C38 0.66721 1.86810 -5.83081  0.012
C39 1.63172 1.79274 -6.83006  -1.197
C40 2.66666 0.87385 -6.75055  -0.703
C41 2.72864 0.03371 -5.64825  -0.465
C42 1.76771 0.11929 -4.65161  -0.356
C43 -1.22025 2.74734 -0.45034  1.094
O6 -0.61270 1.59885 -0.11624  -0.281
C44 -2.44327 2.94307 0.49952  -0.038
C45 -3.72675 3.35529 0.14461  -0.330
C46 -4.74505 3.41900 1.09515  -0.726
C47 -4.49644 3.09671 2.41814  -0.807
C48 -3.21750 2.69015 2.78528  -0.922
C49 -2.21365 2.59844 1.83498  -0.006
C50 -0.27180 3.97100 -0.29384  0.263
C51 -0.71198 5.27978 -0.09387  -0.124
C52 0.19759 6.31809 0.07534  -0.900
C53 1.56195 6.06920 0.03859  -0.901
C54 2.01093 4.77006 -0.16365  -0.629
C55 1.10038 3.73494 -0.31638  -0.239
H24 -1.85847 6.35936 -3.25524  0.370
H25 -0.91695 5.85510 -4.68823  0.344
H26 -0.32563 5.49086 -3.04355  0.354
H27 -3.87964 5.06327 -4.19966  0.387
H28 -3.68717 3.31529 -4.51492  0.435
H29 -2.91867 4.50395 -5.59590  0.323
H30 -2.44155 1.87564 -2.00573  1.016
H31 0.33495 2.87524 -2.69323  0.656
H32 -1.71469 1.04345 -5.98636  0.434
H33 -3.84837 -0.04617 -6.52253  0.372
H34 -5.04142 -1.37379 -4.80554  0.376
H35 -4.06039 -1.58817 -2.53450  0.467
H36 -1.88783 -0.49644 -2.01764  0.854
H37 -0.11243 2.60959 -5.91879  0.352
H38 1.57339 2.46707 -7.67884  0.401
H39 3.41973 0.82173 -7.53043  0.366
H40 3.53765 -0.68533 -5.56036  0.367
H41 1.80458 -0.49977 -3.76360  0.016
H42 -3.94279 3.62339 -0.88071  0.394
H43 -5.74172 3.72373 0.79054  0.420
H44 -5.29048 3.14976 3.15583  0.314
H45 -3.01184 2.42171 3.81802  0.341
H46 -1.22872 2.21965 2.08541  0.396
H47 -1.77510 5.48240 -0.06943  0.428
H48 -0.16206 7.32920 0.23986  0.381
H49 2.27199 6.87800 0.17249  0.388
H50 3.07497 4.56183 -0.19156  0.436
H51 1.42912 2.70826 -0.45443  0.241
C56 -3.80710 -1.13199 1.70535  -1.466
As1 -1.85634 -1.13475 1.31519  -0.115
C57 -1.27014 -0.83166 3.16353  -0.532
C58 -1.66041 -3.13486 1.15243  0.818
C59 -1.96217 -3.94940 2.34351  -0.143
C60 -3.23493 -4.47829 2.58528  -0.398
C61 -3.49767 -5.21948 3.72768  -0.635
C62 -2.49524 -5.45230 4.66106  -0.620
C63 -1.22567 -4.93547 4.43649  -1.020
C64 -0.96271 -4.19441 3.29517  0.372
H52 -4.06393 -1.71085 2.59468  0.389
H53 -4.34808 -1.53281 0.84548  0.314
H54 -4.11966 -0.09585 1.84787  0.299
H55 -1.58269 -1.63296 3.83408  0.562
H56 -1.71191 0.10996 3.49071  0.546
H57 -0.18374 -0.72165 3.17604  -0.646
H58 -0.63085 -3.29246 0.82958  -1.670
H59 -2.31811 -3.39358 0.31945  0.763
H60 -4.02422 -4.30704 1.86067  0.394
H61 -4.49125 -5.62190 3.88926  0.360
H62 -2.69995 -6.03246 5.55308  0.386
H63 -0.43001 -5.10910 5.15389  0.413
H64 0.03137 -3.78703 3.12005  0.571